Computed, not measured: 12 unconnected molecules or ions with the total composition C68H140F15N7O15S5 in a non-equilibrium geometry, with ωB97M-V/def2-TZVPD.

Last column: Löwdin charge in e.
CARTESIAN COORDINATES (ANGSTROEM)
C 1.2316 -5.0238 2.0870  -0.073
C 1.0880 -5.7666 0.7035  -0.195
C 2.4303 -5.7838 -0.0840  -0.100
N 2.5182 -6.9102 -1.1557  -0.237
C 3.8068 -6.6521 -2.0338  -0.050
C 3.7848 -7.4628 -3.3368  -0.182
C 2.6164 -7.2036 -4.2051  -0.200
C 1.3616 -7.5596 -3.4175  -0.132
C 1.2184 -6.8652 -1.9928  -0.071
C 2.6904 -8.2466 -0.4931  0.026
H 2.1481 -5.3980 2.5432  0.082
H 0.3515 -5.1119 2.7240  0.081
H 1.3579 -3.9555 1.9107  0.036
H 0.3192 -5.1521 0.2351  0.094
H 0.7721 -6.7783 0.9579  0.099
H 3.3313 -5.9131 0.5155  0.132
H 2.5766 -4.8043 -0.5393  0.112
H 3.9389 -5.5847 -2.2106  0.137
H 4.6304 -6.9750 -1.3970  0.128
H 4.5846 -7.1330 -3.9998  0.131
H 3.9061 -8.5315 -3.1596  0.121
H 2.5973 -6.2135 -4.6606  0.116
H 2.7292 -7.8424 -5.0811  0.127
H 0.4733 -7.2732 -3.9805  0.096
H 1.1742 -8.6319 -3.3612  0.116
H 1.0195 -5.7971 -2.0797  0.093
H 0.4184 -7.3533 -1.4362  0.114
H 2.8853 -9.0407 -1.2138  0.109
H 1.8385 -8.4150 0.1658  0.104
H 3.6002 -8.0991 0.0888  0.108
C -0.4253 1.9256 -5.1233  -0.086
C -1.4149 1.4728 -6.2193  -0.184
C -0.6874 0.3711 -7.0711  -0.107
N -1.6140 -0.5498 -7.8664  -0.208
C -2.5816 0.2713 -8.7683  -0.053
C -1.7870 1.2072 -9.7781  -0.148
C -0.9462 0.4050 -10.7046  -0.231
C 0.0279 -0.5107 -10.0220  -0.147
C -0.7520 -1.3658 -8.9302  -0.056
C -2.2901 -1.5315 -6.8606  0.040
H 0.4252 2.4846 -5.5136  0.083
H 0.0501 1.2166 -4.4454  0.067
H -1.0338 2.5120 -4.4348  0.072
H -1.7352 2.3389 -6.7983  0.112
H -2.3155 1.1470 -5.6989  0.084
H -0.0575 -0.2138 -6.4009  0.106
H 0.0544 0.7200 -7.7896  0.118
H -3.0955 0.8340 -7.9889  0.112
H -3.3463 -0.3299 -9.2602  0.136
H -1.1094 1.8842 -9.2579  0.111
H -2.4996 1.8352 -10.3129  0.128
H -0.4240 1.0439 -11.4168  0.126
H -1.6253 -0.1642 -11.3395  0.123
H 0.8606 0.0885 -9.6536  0.115
H 0.4511 -1.3411 -10.5872  0.125
H 0.0245 -1.8505 -8.3385  0.112
H -1.3435 -2.1259 -9.4406  0.134
H -3.0964 -2.0833 -7.3438  0.095
H -2.7373 -0.8448 -6.1419  0.068
H -1.6339 -2.0588 -6.1682  0.080
C -6.0983 -3.0601 -5.9354  -0.071
C -4.7123 -3.4962 -5.4587  -0.264
C -4.8698 -4.6349 -4.4780  -0.137
N -3.5887 -5.2093 -3.8452  -0.207
C -3.2334 -4.2948 -2.6294  -0.050
C -2.2668 -4.9571 -1.6594  -0.194
C -2.6491 -6.2962 -1.1600  -0.200
C -2.9605 -7.2331 -2.3342  -0.134
C -3.9047 -6.6759 -3.4461  -0.064
C -2.4466 -5.2257 -4.8642  0.034
H -6.5460 -3.8534 -6.5340  0.081
H -6.1124 -2.1292 -6.5022  0.079
H -6.7579 -2.9285 -5.0777  0.080
H -4.2602 -2.6876 -4.8844  0.084
H -4.0513 -3.6838 -6.3049  0.088
H -5.2624 -5.4019 -5.1456  0.134
H -5.6396 -4.3335 -3.7676  0.129
H -4.1211 -4.2812 -1.9971  0.140
H -2.8011 -3.3816 -3.0385  0.128
H -2.1250 -4.2739 -0.8220  0.130
H -1.2748 -5.0131 -2.1076  0.099
H -3.4092 -6.2138 -0.3830  0.128
H -1.8599 -6.6815 -0.5144  0.104
H -3.3965 -8.1289 -1.8919  0.124
H -1.9765 -7.4542 -2.7478  0.093
H -4.8838 -6.5786 -2.9772  0.133
H -3.9807 -7.3362 -4.3100  0.137
H -2.8915 -5.5808 -5.7937  0.113
H -1.7270 -5.9445 -4.4722  0.088
H -2.0079 -4.2337 -4.9724  0.073
C -3.7009 3.4330 7.3561  -0.087
C -2.2961 3.6338 6.8045  -0.225
C -1.2689 2.5856 7.3227  -0.083
N 0.2158 2.6440 6.8006  -0.172
C 0.9979 1.3663 7.2562  -0.077
C 1.1894 1.1621 8.7842  -0.139
C 1.9165 2.3662 9.4214  -0.163
C 1.2045 3.6813 9.0058  -0.154
C 0.9475 3.8392 7.5223  -0.098
C 0.3821 2.8013 5.2825  0.024
H -4.2720 4.3602 7.3065  0.080
H -3.6003 3.0963 8.3879  0.083
H -4.2762 2.7288 6.7550  0.067
H -1.9686 4.6311 7.0981  0.106
H -2.3934 3.4736 5.7307  0.074
H -1.5753 1.5940 6.9895  0.132
H -1.3195 2.4522 8.4034  0.120
H 0.4172 0.5485 6.8294  0.113
H 1.9496 1.3377 6.7257  0.104
H 0.2295 1.1026 9.2971  0.104
H 1.7002 0.2261 9.0103  0.129
H 1.8769 2.0826 10.4731  0.116
H 2.9720 2.3615 9.1497  0.106
H 0.2929 3.7720 9.5964  0.111
H 1.8736 4.4645 9.3622  0.123
H 0.2562 4.6725 7.3959  0.113
H 1.8946 4.1066 7.0538  0.103
H 1.4129 2.5379 5.0456  0.068
H 0.1754 3.8187 4.9506  0.101
H -0.2491 2.1181 4.7142  0.086
C 2.5810 0.3228 3.7830  -0.075
C 2.6615 0.3006 2.2819  -0.220
C 1.6371 -0.6492 1.7164  -0.097
N 1.7572 -0.8427 0.2004  -0.211
C 1.7990 0.4955 -0.5873  -0.081
C 0.4747 1.2426 -0.3778  -0.143
C -0.8073 0.4563 -0.7418  -0.147
C -0.7205 -0.9928 -0.2597  -0.167
C 0.5990 -1.6486 -0.3503  -0.128
C 2.9923 -1.6597 -0.1710  0.047
H 3.1596 1.1565 4.1809  0.054
H 3.1161 -0.5599 4.1330  0.091
H 1.5596 0.3511 4.1625  0.055
H 3.6665 0.1889 1.8752  0.114
H 2.3446 1.2969 1.9734  0.095
H 0.6106 -0.3189 1.8752  0.124
H 1.8749 -1.6122 2.1682  0.118
H 2.7106 1.0491 -0.3625  0.104
H 1.8630 0.2673 -1.6512  0.130
H 0.5351 1.6564 0.6288  0.105
H 0.5427 2.0798 -1.0725  0.113
H -1.6579 0.9486 -0.2702  0.096
H -0.9984 0.4688 -1.8149  0.100
H -1.1006 -1.0240 0.7614  0.114
H -1.4177 -1.5296 -0.9030  0.110
H 0.5089 -2.5431 0.2661  0.124
H 0.8307 -1.8854 -1.3888  0.106
H 2.8832 -2.6196 0.3337  0.086
H 3.8343 -1.1297 0.2744  0.103
H 3.0763 -1.7727 -1.2518  0.109
C -3.1995 1.5692 3.7364  -0.091
C -4.4648 1.9052 2.9619  -0.232
C -4.0894 2.2246 1.5436  -0.077
N -5.1468 3.2232 0.7996  -0.201
C -4.7090 3.3387 -0.6684  -0.138
C -5.6958 4.0770 -1.4823  -0.173
C -7.1721 3.6642 -1.3478  -0.150
C -7.5834 3.3787 0.0853  -0.164
C -6.5656 2.6479 0.9362  -0.086
C -5.1916 4.6263 1.4470  0.032
H -3.4720 1.5041 4.7897  0.069
H -2.5001 2.3961 3.8600  0.059
H -2.7344 0.6091 3.5129  0.076
H -4.8508 2.7634 3.5120  0.101
H -5.1547 1.0622 2.9990  0.130
H -4.0105 1.2676 1.0278  0.126
H -3.1070 2.6859 1.4423  0.124
H -4.6226 2.3301 -1.0725  0.103
H -3.6378 3.5371 -0.7048  0.137
H -5.4391 3.9130 -2.5289  0.123
H -5.5288 5.1397 -1.3065  0.114
H -7.1997 2.8044 -2.0171  0.112
H -7.9170 4.4117 -1.6206  0.123
H -8.5013 2.7909 0.0933  0.133
H -7.8546 4.3207 0.5619  0.109
H -6.3071 1.6301 0.6440  0.131
H -6.7170 2.8069 2.0038  0.127
H -5.2580 4.5992 2.5347  0.094
H -6.0915 5.1336 1.0990  0.094
H -4.2804 5.1781 1.2162  0.109
C 2.6366 7.7339 5.5233  -0.092
C 3.4926 6.4786 5.0257  -0.183
C 3.8955 6.6937 3.5406  -0.112
N 4.5420 5.5043 2.8329  -0.199
C 4.6703 5.7968 1.3608  -0.133
C 5.8024 6.7491 0.9497  -0.151
C 7.1131 6.1556 1.4115  -0.171
C 7.1016 6.0556 2.9671  -0.151
C 5.9908 5.1176 3.4069  -0.053
C 3.6222 4.2319 2.9802  0.034
H 3.0953 8.7169 5.4166  0.068
H 2.5175 7.6487 6.6034  0.066
H 1.6465 7.8669 5.0873  0.065
H 2.7898 5.6693 5.2235  0.078
H 4.3186 6.3591 5.7269  0.111
H 4.6414 7.4810 3.4317  0.126
H 2.9829 6.9660 3.0106  0.126
H 3.7174 6.2518 1.0904  0.127
H 4.7361 4.8452 0.8333  0.106
H 5.6138 7.7795 1.2511  0.116
H 5.6967 6.7802 -0.1347  0.121
H 7.9960 6.7144 1.1013  0.115
H 7.3683 5.1724 1.0162  0.116
H 6.9767 7.0305 3.4384  0.110
H 8.0688 5.6584 3.2750  0.128
H 5.9643 4.9777 4.4876  0.116
H 6.1572 4.1646 2.9047  0.133
H 3.9991 3.4468 2.3247  0.078
H 2.6094 4.5371 2.7169  0.099
H 3.5460 3.8509 3.9987  0.051
C -4.1320 0.0677 -3.4774  -0.650
F -3.7819 1.3044 -3.1780  0.128
F -4.9108 0.1500 -4.6301  0.069
F -3.0937 -0.6569 -3.6497  0.154
S -5.2233 -0.7765 -2.0304  0.536
O -5.7365 -2.0437 -2.5768  -0.344
O -4.2683 -1.0319 -0.8840  -0.384
O -6.2711 0.1724 -1.6401  -0.348
C 2.2756 -2.2264 -5.3017  -0.697
F 2.7682 -1.2795 -4.5609  0.176
F 1.8070 -1.7822 -6.4941  0.104
F 3.1903 -3.0876 -5.5698  0.187
S 0.8166 -3.0924 -4.3521  0.529
O 0.4030 -4.1934 -5.2650  -0.365
O 1.2428 -3.5690 -3.0501  -0.351
O -0.2827 -2.0653 -4.1992  -0.388
C 0.8862 -2.8236 5.2575  -0.551
F 1.8059 -2.7870 4.2855  0.090
F 0.7188 -4.0590 5.7350  0.134
F 1.3321 -1.9145 6.2089  0.075
S -0.8610 -2.1668 4.4631  0.514
O -0.9715 -2.7580 3.1235  -0.368
O -1.8964 -2.4734 5.4702  -0.347
O -0.7098 -0.7019 4.3423  -0.403
C 6.2941 2.8884 7.5136  -0.577
F 7.0504 3.8795 6.9652  0.094
F 7.0965 1.8187 7.9241  0.086
F 5.6520 3.4296 8.5041  0.146
S 4.9935 2.2055 6.1848  0.537
O 4.6050 0.8821 6.7160  -0.345
O 3.8065 3.1146 6.0244  -0.412
O 5.7632 2.1738 4.9308  -0.343
C 4.4818 3.0704 -2.0538  -0.778
F 4.1592 4.1517 -1.4082  0.140
F 3.4533 2.4546 -2.4190  0.206
F 5.2667 3.3585 -3.0795  0.148
S 5.5977 2.1099 -0.7962  0.504
O 6.9041 2.8302 -0.7252  -0.347
O 4.8700 2.1203 0.4837  -0.381
O 5.7651 0.7358 -1.2566  -0.355

HOMO = -11.19 eV
Charge = +2
2S+1 = 1
Orbital gap = 7.9 eV
Energy above the lowest of the compared OMol25 structures with the same formula, charge and spin = 353.3 kJ/mol